C32H43IrN5SbSe as an isolated structure in a non-equilibrium geometry, computed with ωB97M-V/def2-TZVPD.

Properties
charge: +2
LUMO energy (spin up / spin down): -8.22 / -8.35 eV
HOMO level (spin up / spin down): -12.64 / -12.47 eV
multiplicity: 1

Positions of all 83 atoms, in Å:
1 Ir 0.39990 0.46470 -0.40070
2 N 1.67880 1.59130 1.23750
3 C 2.74320 0.70730 1.73030
4 C 2.18050 -0.69660 1.95560
5 N 1.62940 -1.27910 0.71900
6 C 0.69220 -2.36520 1.04280
7 C -0.30400 -2.67110 -0.07650
8 N -1.00620 -1.44340 -0.47470
9 C 2.72890 -1.75730 -0.13720
10 C 2.44300 -1.61280 -1.63000
11 N 2.10990 -0.21230 -1.91500
12 H 2.06970 2.49000 0.96610
13 H 1.01680 1.77690 1.98810
14 H 3.16850 1.07180 2.67090
15 H 3.53950 0.70070 0.98360
16 H 1.37350 -0.61720 2.68420
17 H 2.96010 -1.34180 2.37580
18 H 0.11380 -2.06260 1.91660
19 H 1.23630 -3.28390 1.29180
20 H -1.00230 -3.42860 0.29750
21 H 0.20350 -3.09200 -0.94330
22 H -1.69760 -1.22240 0.24230
23 H -1.51510 -1.60000 -1.33920
24 H 2.96790 -2.80070 0.09780
25 H 3.61370 -1.16080 0.07950
26 H 1.59450 -2.22430 -1.93360
27 H 3.32350 -1.95220 -2.18830
28 H 1.88960 -0.10720 -2.90010
29 H 2.92850 0.36480 -1.73560
30 Se -1.39960 0.14550 2.72220
31 C -0.77270 0.23550 4.53960
32 C -0.51710 1.44360 5.17640
33 C -0.01340 1.40370 6.46840
34 N 0.22670 0.27180 7.08910
35 C -0.03560 -0.87780 6.51280
36 C -0.54460 -0.95270 5.22590
37 H -0.71120 2.38750 4.69150
38 H 0.21210 2.30740 7.01600
39 H 0.16260 -1.76970 7.09160
40 H -0.76910 -1.90940 4.78220
41 C -6.04010 1.98370 1.75030
42 C -5.68140 3.11780 0.84110
43 C -6.58270 4.16250 0.65800
44 C -6.28970 5.21340 -0.19090
45 C -5.08690 5.24270 -0.87780
46 C -4.17570 4.21490 -0.70850
47 C -4.48550 3.16400 0.13630
48 Sb -3.14630 1.46180 0.25700
49 C -3.89420 0.42310 -1.51780
50 C -3.87400 1.16360 -2.69110
51 C -4.28540 0.59660 -3.88290
52 C -4.74170 -0.71050 -3.89260
53 C -4.81680 -1.42340 -2.71300
54 C -4.39510 -0.87030 -1.50130
55 C -4.55060 -1.68270 -0.25300
56 C -1.30050 2.27960 -0.62430
57 C -0.83880 1.78910 -1.86530
58 C 0.17010 2.47840 -2.55740
59 C 0.77360 3.58150 -1.98050
60 C 0.36340 4.02050 -0.72790
61 C -0.68030 3.39730 -0.04510
62 C -1.16660 3.95450 1.25570
63 H -6.81340 2.28840 2.45110
64 H -5.17600 1.64270 2.32420
65 H -6.41830 1.14150 1.16700
66 H -7.51780 4.14070 1.19450
67 H -7.00120 6.01420 -0.31230
68 H -4.85720 6.06220 -1.54320
69 H -3.22910 4.24130 -1.23780
70 H -3.55020 2.19550 -2.68420
71 H -4.25450 1.17090 -4.79630
72 H -5.05420 -1.16950 -4.81650
73 H -5.21580 -2.42560 -2.71250
74 H -4.09800 -2.66580 -0.36460
75 H -5.61010 -1.84410 -0.05700
76 H -4.12310 -1.18310 0.62030
77 H -1.41880 1.04080 -2.39720
78 H 0.44080 2.17050 -3.55500
79 H 1.55110 4.11210 -2.51010
80 H 0.84000 4.88530 -0.29150
81 H -0.40780 4.57190 1.73140
82 H -1.45490 3.15190 1.93530
83 H -2.04370 4.58190 1.08410



C32H43LuN5OSSi as an isolated structure in a non-equilibrium geometry, computed with ωB97M-V/def2-TZVPD.

Properties
charge: 0
LUMO energy (spin up / spin down): -0.02 / -0.02 eV
HOMO level (spin up / spin down): -4.04 / -7.07 eV
<S²>: 0.761
multiplicity: 2

Positions of all 84 atoms, in Å:
1 Lu 0.25532 -0.33531 0.28756
2 C 2.06375 -3.19853 -0.56554
3 N 1.25553 -2.76356 0.58412
4 C 0.09496 -3.64030 0.76277
5 C -0.82329 -3.49910 -0.42137
6 C -1.41612 -4.60255 -1.00918
7 C -2.24006 -4.43677 -2.11115
8 C -2.43799 -3.14925 -2.58901
9 C -1.80865 -2.10406 -1.94759
10 N -1.01162 -2.24919 -0.88372
11 C 2.09133 -2.70987 1.78906
12 C 3.04622 -1.55620 1.72691
13 C 4.38640 -1.68302 2.03354
14 C 5.19137 -0.55330 2.09259
15 C 4.59051 0.69267 1.85617
16 C 3.25535 0.73910 1.54548
17 N 2.46777 -0.35548 1.45291
18 C 2.94324 -2.09603 -1.06568
19 C 4.26197 -2.33617 -1.40646
20 C 5.04006 -1.31527 -1.93237
21 C 4.42680 -0.06709 -2.12162
22 C 3.10940 0.09012 -1.77435
23 N 2.34234 -0.88764 -1.23708
24 H 1.38324 -3.49723 -1.36808
25 H 2.67192 -4.07206 -0.29912
26 H -0.43382 -3.31036 1.65718
27 H 0.38792 -4.69103 0.89155
28 H -1.22408 -5.58765 -0.60521
29 H -2.70052 -5.28897 -2.59217
30 H -3.06996 -2.96101 -3.44516
31 H -1.93807 -1.08632 -2.29538
32 H 2.63842 -3.65050 1.93300
33 H 1.42541 -2.55518 2.64540
34 H 4.80221 -2.66567 2.22118
35 H 6.24293 -0.62994 2.33167
36 H 5.15923 1.60942 1.92795
37 H 2.76746 1.69041 1.35496
38 H 4.67857 -3.32481 -1.25537
39 H 6.07800 -1.48088 -2.18493
40 H 4.97844 0.76594 -2.53551
41 H 2.62035 1.04773 -1.91253
42 O -1.10443 -1.25228 1.96274
43 N -1.80813 -0.66773 2.91623
44 C -2.88793 -1.31731 3.39165
45 C -3.66473 -0.78778 4.38359
46 C -3.32373 0.46498 4.90443
47 C -2.22539 1.11999 4.41106
48 C -1.43128 0.55995 3.39075
49 S -0.06596 1.33133 2.75015
50 H -3.08981 -2.26805 2.92159
51 H -4.52270 -1.33708 4.74072
52 H -3.92988 0.91634 5.67843
53 H -1.92792 2.09192 4.77504
54 C -0.81848 1.47782 -3.10932
55 Si -0.96164 1.73965 -1.19085
56 C -2.92971 1.77676 -0.86849
57 C -3.71056 1.45433 -2.14458
58 C -3.45565 3.10237 -0.31024
59 C -3.24376 0.70168 0.18433
60 C -0.12824 3.52623 -1.05824
61 C -0.31296 4.18806 0.31240
62 C -0.59769 4.50302 -2.13993
63 C 1.37763 3.29299 -1.25170
64 H -1.37895 2.22395 -3.67590
65 H -1.17694 0.49438 -3.42516
66 H 0.22717 1.54193 -3.42291
67 H -3.53622 2.20567 -2.91634
68 H -4.78697 1.43510 -1.93413
69 H -3.43977 0.47820 -2.55457
70 H -3.30932 3.92666 -1.01023
71 H -2.96279 3.34863 0.63061
72 H -4.53121 3.02131 -0.10870
73 H -2.86585 -0.28588 -0.10054
74 H -4.32775 0.61089 0.33396
75 H -2.80200 0.97946 1.14512
76 H -1.34585 4.49203 0.47557
77 H 0.30769 5.09043 0.37850
78 H -0.01782 3.52015 1.12281
79 H -1.66864 4.70016 -2.06040
80 H -0.39201 4.12393 -3.14224
81 H -0.07341 5.45945 -2.02959
82 H 1.76446 2.58394 -0.51138
83 H 1.92815 4.23276 -1.13042
84 H 1.59878 2.90456 -2.24934



E, record by record: -116038.0567 -95714.5540 eV
Energy above the lowest of the compared OMol25 structures with the same formula, charge and spin, record by record: 550.2 84.2 kJ/mol
Molar mass, record by record: 890.67 748.85 g/mol